ORCA calculation (ωB97M-V/def2-TZVPD) on a molecular structure, C19H19BN8PtS at a distorted geometry.

XYZ file:
```
49
Properties=species:S:1:pos:R:3:forces:R:3:mulliken_charge:R:1
Pt -0.8314 -0.8026 -1.3287 0.0 0.5 1.0 0.65
S 1.4338 -0.5386 -1.3708 0.1 0.5 1.1 -0.49
C 1.6107 -0.2388 0.3194 -2.3 -1.2 -1.5 0.30
N 2.7141 0.1849 0.9289 2.9 0.7 -0.2 -0.46
N 3.7380 0.4566 0.1840 -1.5 -0.3 1.3 0.53
C 4.9419 0.8464 0.6953 0.4 0.1 0.1 0.88
C 5.9733 1.1309 -0.2277 -0.2 -0.1 0.0 -0.41
C 7.1998 1.5223 0.2438 0.1 0.0 0.1 -0.70
C 7.4069 1.6329 1.6224 -0.1 0.0 -0.1 -0.37
C 6.3809 1.3493 2.5349 0.1 0.0 0.0 -0.65
C 5.1472 0.9547 2.0882 -0.1 0.0 -0.1 -0.17
N 0.6089 -0.4939 1.2021 1.1 0.8 0.2 -0.26
N -0.5007 -0.9181 0.7561 -0.6 -1.9 -0.7 0.12
C -1.4778 -1.1600 1.7449 0.5 0.6 -0.1 0.46
C -2.6773 -1.7889 1.4087 -0.2 -0.2 0.0 0.38
C -3.6141 -2.0470 2.3887 0.0 0.0 -0.1 -0.80
C -3.3685 -1.6730 3.7039 0.0 0.0 0.0 -0.42
C -2.1692 -1.0452 4.0426 0.1 0.0 0.0 -0.70
C -1.2230 -0.7864 3.0795 -0.1 0.2 0.2 -0.33
H 3.6522 0.3925 -0.8351 0.0 0.0 -0.2 0.27
H 5.7893 1.0355 -1.2915 0.0 0.0 0.0 0.38
H 8.0030 1.7432 -0.4444 0.0 0.0 0.0 0.41
H 8.3760 1.9414 1.9912 0.0 0.0 0.0 0.42
H 6.5665 1.4413 3.5956 0.0 0.0 0.0 0.41
H 4.3396 0.7281 2.7685 0.0 0.0 0.0 0.46
H -2.8730 -2.0987 0.3969 0.0 0.0 0.1 0.31
H -4.5377 -2.5429 2.1250 0.0 0.0 0.0 0.44
H -4.1069 -1.8709 4.4691 0.0 0.0 0.0 0.43
H -1.9780 -0.7587 5.0672 0.0 0.0 0.0 0.40
H -0.2960 -0.3012 3.3403 0.0 0.0 0.0 0.45
B -3.5114 1.0266 -1.4893 -0.1 0.2 -0.2 -0.11
N -3.7653 -0.4902 -1.6596 0.0 -0.2 0.2 0.48
C -4.9060 -1.1690 -1.7660 -0.1 0.1 -0.2 -0.25
C -4.6251 -2.5291 -1.8382 0.0 0.0 0.0 -0.81
C -3.2496 -2.6082 -1.7620 0.2 0.0 0.0 -0.21
N -2.7465 -1.3635 -1.6328 -0.1 -0.2 0.1 -0.53
N -2.3346 1.3755 -2.4812 0.4 -0.5 -0.1 0.20
C -2.2053 2.4454 -3.2444 0.1 0.2 -0.3 -0.04
C -0.9544 2.4363 -3.8822 -0.3 0.3 0.1 -0.95
C -0.3408 1.3014 -3.4368 -0.5 -0.5 0.3 0.00
N -1.1964 0.6364 -2.6007 0.2 0.6 -0.9 -0.36
H -4.4707 1.6122 -1.8933 0.0 0.1 0.2 -0.06
H -3.1867 1.2858 -0.3583 0.1 -0.1 0.0 -0.05
H -5.8454 -0.6440 -1.8201 0.0 0.0 0.0 0.50
H -5.3225 -3.3384 -1.9615 0.0 0.0 0.0 0.46
H -2.6000 -3.4688 -1.7950 0.0 0.0 0.0 0.49
H -3.0142 3.1552 -3.3130 0.0 0.0 0.0 0.46
H -0.5734 3.1562 -4.5845 0.0 0.0 0.0 0.41
H 0.6198 0.8849 -3.6800 0.0 0.0 -0.1 0.43
```
Forces are in eV/Å.

Values from the calculation:
ΔE to the lowest compared entry with this formula, charge and spin: 40.48 kJ/mol
frontier orbital gap (spin up / spin down): 4.295 / 4.724 eV
charge: +2

***

ORCA calculation (ωB97M-V/def2-TZVPD) on a single C19H19BrN4O3 molecule.

XYZ file:
```
46
Properties=species:S:1:pos:R:3:forces:R:3:mulliken_charge:R:1
C -2.9939 -1.6050 -3.4420 0.2 -0.1 0.1 -1.26
C -3.3345 -0.1743 -3.1970 0.7 0.0 0.0 0.81
N -4.6312 0.2462 -3.2537 -0.7 0.1 0.0 -0.69
C -4.6004 1.5249 -3.0078 0.2 0.1 0.1 0.22
O -5.6445 2.3672 -2.9736 0.1 -0.2 0.0 -0.50
N -3.3588 1.9794 -2.7708 -0.1 0.2 0.1 -0.02
C -2.5023 0.8840 -2.8987 -0.5 -0.4 -0.2 0.20
C -1.0438 0.9390 -2.8211 0.3 -0.5 0.0 0.30
O -0.3395 0.2056 -3.5067 0.0 0.2 0.1 -0.68
N -0.4998 1.8290 -1.9455 0.0 0.4 0.0 0.14
C -1.1292 2.3736 -0.7237 0.0 0.2 -0.1 -0.74
C 0.1196 2.7481 0.0872 -0.1 0.1 -0.2 -0.70
C 1.0452 3.2571 -1.0132 0.1 0.2 -0.1 -0.74
C 0.9533 1.9619 -1.8105 0.1 -0.1 0.2 -0.64
C 1.4054 0.9297 -0.7662 0.2 0.1 0.1 -0.94
N 0.7830 1.4949 0.4462 0.0 0.0 -0.1 0.11
C 0.7872 1.0053 1.7109 -0.4 0.5 0.3 0.45
O 0.2312 1.6062 2.6253 0.1 -0.1 -0.1 -0.72
C 1.4874 -0.2748 1.9174 0.3 -0.4 -0.1 -0.45
C 1.5960 -0.8157 3.1291 0.0 0.0 0.0 -0.44
C 2.2722 -2.0867 3.4277 0.1 0.0 -0.1 0.82
C 3.3487 -2.5490 2.6707 0.1 -0.2 0.0 -0.63
C 3.9595 -3.7553 2.9798 -0.2 0.1 0.0 -0.58
C 3.5068 -4.5148 4.0496 0.0 -0.2 0.1 -0.34
C 2.4432 -4.0531 4.8079 0.1 0.1 -0.2 -0.06
Br 1.8220 -5.0797 6.2754 0.0 0.0 -0.1 -0.19
C 1.8311 -2.8470 4.5085 0.0 -0.1 0.2 -0.37
H -1.9321 -1.7997 -3.3036 0.0 0.1 0.0 0.29
H -3.5508 -2.2579 -2.7687 -0.1 0.1 0.0 0.33
H -3.2500 -1.8890 -4.4631 -0.1 0.0 0.0 0.29
H -6.4245 1.8374 -3.1882 0.0 0.1 0.0 0.38
H -3.1126 2.9350 -2.5923 0.0 0.1 0.0 0.22
H -1.7273 3.2631 -0.9412 0.0 0.0 0.1 0.40
H -1.7479 1.6409 -0.2080 0.0 -0.1 0.0 0.40
H -0.0594 3.4176 0.9187 0.0 -0.2 0.2 0.53
H 0.6546 4.1237 -1.5458 -0.1 -0.1 0.0 0.39
H 2.0516 3.4782 -0.6604 0.0 -0.1 0.1 0.39
H 1.4958 1.9245 -2.7472 -0.2 -0.1 -0.1 0.57
H 1.0413 -0.0675 -1.0080 0.0 0.0 0.0 0.53
H 2.4953 0.9085 -0.6714 0.0 0.0 0.0 0.43
H 1.9040 -0.7803 1.0536 0.0 0.0 0.0 0.38
H 1.1430 -0.3017 3.9704 -0.1 0.1 -0.1 0.45
H 3.7264 -1.9620 1.8438 0.0 0.1 0.0 0.41
H 4.7961 -4.1046 2.3903 0.0 0.0 0.0 0.38
H 3.9800 -5.4549 4.2985 0.0 0.0 0.0 0.39
H 1.0026 -2.5080 5.1173 0.0 0.1 0.0 0.44
```
Forces are in eV/Å.

Values from the calculation:
SMILES: Cc1nc(O)[nH]c1C(=O)N1C[C@@H]2C[C@H]1CN2C(=O)/C=C/c1cccc(Br)c1
ΔE to the lowest compared entry with this formula, charge and spin: 14.10 kJ/mol
frontier orbital gap: 8.436 eV
charge: 0

***

ORCA calculation (ωB97M-V/def2-TZVPD) on 6 unconnected molecules or ions with the total composition C19H19Cl20F9N4O5PS at a distorted geometry.

XYZ file:
```
78
Properties=species:S:1:pos:R:3:forces:R:3:mulliken_charge:R:1
C 2.8211 -4.8301 1.3080 0.1 0.5 -0.1 -1.07
C 2.5836 -3.8767 0.3256 -0.1 -0.3 0.5 -0.72
C 2.4751 -2.4024 0.6421 -2.1 -2.0 -0.2 -0.04
N 1.0199 -1.9141 0.6939 1.8 0.8 0.4 0.80
N 0.1766 -2.7432 0.1389 -0.2 -0.4 -0.3 -1.17
C -1.0857 -2.4098 0.1845 -0.4 0.6 0.2 0.80
O -1.9998 -3.2247 -0.3587 0.2 -0.1 1.2 -0.38
N -1.7769 -3.3194 -1.8636 0.7 -0.7 -1.3 0.25
O -1.4285 -4.3626 -2.1458 -0.4 0.4 0.0 -0.19
C -1.5215 -1.2229 0.8028 -1.4 0.3 -0.3 -0.41
C -3.0053 -0.9212 0.8534 1.3 0.7 0.8 -0.94
P -3.7138 -1.3048 2.5072 -1.6 -0.7 0.3 0.99
O -5.1533 -1.5129 2.4681 -0.4 0.0 -0.4 -0.72
O -3.0062 -2.6418 3.0437 0.6 0.6 -0.4 -0.58
O -3.3356 -0.1279 3.5046 0.8 0.0 -0.2 -0.38
C -0.6113 -0.3428 1.3481 0.8 -0.8 0.1 0.85
N -1.0380 0.8281 1.9502 0.7 0.3 -0.5 0.10
C -1.3277 1.9879 1.0470 -1.1 -0.4 -0.2 -0.96
C -1.0471 1.7567 -0.4345 0.3 0.7 0.3 -0.07
C 0.7632 -0.7472 1.2739 -1.1 0.3 0.3 0.29
C 1.8482 0.1368 1.8442 -0.2 -0.7 -0.1 -1.17
C 2.6066 0.8589 0.7314 0.4 0.3 -0.3 -0.15
C 3.6531 1.8643 1.2502 -1.3 -0.5 0.7 0.82
F 3.3160 2.1478 2.5467 0.3 0.1 0.1 -0.37
F 3.5622 3.0273 0.5939 0.4 0.0 -0.3 -0.26
C 5.0939 1.2892 1.3278 0.2 1.0 0.7 0.44
F 5.7585 1.9766 2.2585 0.1 0.3 -0.3 -0.29
F 5.0355 0.0284 1.7756 -0.3 -0.2 -0.3 -0.23
S 6.0875 1.4005 -0.2671 1.9 -0.9 -0.6 1.45
F 6.1422 2.9671 -0.1962 -0.8 0.2 0.1 -0.30
F 7.4359 1.3505 0.5627 -0.2 -0.1 0.2 -0.31
F 6.1336 -0.1900 -0.3645 -0.3 -0.1 -0.1 -0.33
F 4.7782 1.3879 -1.1698 -0.2 0.3 0.4 -0.31
F 6.9411 1.4626 -1.5837 -0.1 0.1 -0.2 -0.28
H 3.8052 -5.2756 1.4259 -0.5 -1.5 -1.3 0.53
H 2.0511 -5.2086 1.9888 0.5 1.6 1.4 0.33
H 2.4274 -4.2175 -0.6971 2.0 0.4 -0.4 0.36
H 2.9502 -2.2760 1.6049 -0.1 0.6 0.0 0.47
H 2.9940 -1.9145 -0.1775 0.0 0.3 0.2 0.25
H -3.0817 0.1626 0.7619 -0.4 0.0 -0.1 0.00
H -3.5630 -1.4048 0.0609 -0.1 -0.2 0.2 0.73
H -2.0434 -2.5684 3.0637 0.0 -0.2 0.3 0.36
H -4.0969 0.0482 4.0795 -0.1 0.1 0.0 0.25
H -0.4662 1.0838 2.7391 -0.1 0.2 0.0 0.52
H -0.8148 2.8794 1.4020 0.2 -0.1 0.1 0.53
H -2.4006 2.1872 1.1351 0.1 0.2 0.1 0.32
H -1.3429 2.6673 -0.9556 0.0 0.0 0.0 0.31
H -1.6202 0.9493 -0.8837 0.1 -0.1 0.1 0.06
H 0.0221 1.6543 -0.6202 0.0 -0.3 -0.2 -0.06
H 2.5299 -0.4487 2.4596 0.0 0.0 0.0 0.57
H 1.3461 0.8128 2.5248 0.3 0.3 -0.1 0.30
H 1.9317 1.4265 0.0940 0.0 0.0 0.0 -0.06
H 3.1217 0.1467 0.0907 -0.1 0.0 -0.1 0.14
C -6.9724 2.2715 4.2031 -0.1 0.0 0.0 0.35
Cl -6.8552 3.9552 4.7187 0.0 -0.1 0.0 -0.08
Cl -8.6505 1.8733 3.8490 0.1 0.0 0.0 -0.08
Cl -5.9869 2.0257 2.7545 0.0 0.0 -0.1 -0.07
Cl -6.3704 1.2140 5.4929 0.0 0.0 0.0 -0.13
C -2.2560 3.2280 -4.3616 0.0 0.1 -0.2 0.34
Cl -1.4368 4.4920 -3.4339 0.0 0.0 0.0 -0.11
Cl -1.0701 2.3435 -5.3277 0.0 0.0 0.1 -0.10
Cl -3.0519 2.1039 -3.2417 -0.1 0.0 -0.1 -0.08
Cl -3.4589 3.9551 -5.4201 0.1 0.0 0.1 -0.05
C -7.6586 4.5199 -4.2022 -0.1 0.0 0.0 0.33
Cl -6.5242 3.3448 -3.5189 0.0 0.0 0.0 -0.05
Cl -6.7555 5.8946 -4.8503 0.0 0.0 0.0 -0.09
Cl -8.5829 3.7570 -5.4977 0.0 0.0 0.0 -0.09
Cl -8.7584 5.0784 -2.9396 0.0 0.0 0.0 -0.10
C 3.8790 3.4292 -4.3991 0.1 0.0 0.0 0.29
Cl 4.6206 3.9617 -2.8864 0.0 0.1 -0.1 -0.07
Cl 4.9088 2.2154 -5.1628 0.0 0.0 0.0 -0.10
Cl 2.2889 2.7225 -4.0531 0.0 0.0 0.0 -0.05
Cl 3.6845 4.8069 -5.4810 0.0 -0.1 0.0 -0.09
C 2.6149 -8.8622 -0.5903 0.0 -0.1 -0.1 0.34
Cl 2.7846 -7.1600 -0.0853 -0.1 -0.5 -0.2 -0.12
Cl 0.9024 -9.2420 -0.7919 0.0 0.0 0.0 -0.09
Cl 3.4616 -9.1040 -2.1190 0.0 0.0 0.1 -0.09
Cl 3.3128 -9.9048 0.6483 0.0 0.1 0.0 -0.09
```
Forces are in eV/Å.

Values from the calculation:
frontier orbital gap: 6.787 eV
charge: +1

***

ORCA calculation (ωB97M-V/def2-TZVPD) on a molecular structure, C19H19ClN2OPdSTe.

XYZ file:
```
45
Properties=species:S:1:pos:R:3:forces:R:3:mulliken_charge:R:1
Pd -0.7427 0.5932 1.2304 0.0 0.1 -0.3 0.09
C 0.7623 -3.3499 0.8566 -0.2 0.1 0.1 -1.41
C 0.8340 -1.9443 1.4077 0.7 -0.6 -0.1 0.85
O -0.0653 -1.4473 2.0643 -0.2 0.2 0.0 -0.68
N 2.0082 -1.3078 1.1558 0.1 0.1 -0.1 -0.01
C 2.2398 0.0943 1.4532 -0.2 0.2 0.2 -0.53
C 2.2203 0.9162 0.1882 0.2 0.0 0.0 0.69
C 3.3728 1.3368 -0.4600 -0.1 0.0 0.1 -0.79
C 3.2487 2.0340 -1.6517 -0.2 0.0 0.0 -0.24
C 1.9790 2.2939 -2.1456 0.2 -0.1 0.1 -0.74
C 0.8808 1.8522 -1.4259 -0.1 0.0 -0.1 -0.59
N 1.0036 1.1691 -0.2945 -0.2 -0.1 0.5 0.32
H -0.1923 -3.7872 1.1353 0.0 0.0 0.0 0.33
H 1.5695 -3.9641 1.2532 0.1 0.0 0.0 0.42
H 0.8378 -3.3201 -0.2291 0.0 0.0 -0.1 0.34
H 2.7054 -1.7770 0.5957 -0.2 0.0 0.0 0.26
H 3.1850 0.2040 1.9901 -0.1 0.1 0.0 0.47
H 1.3976 0.4387 2.0880 0.6 -0.1 -0.1 -0.32
H 4.3398 1.1306 -0.0270 0.1 0.0 0.0 0.41
H 4.1278 2.3688 -2.1826 0.0 0.0 0.0 0.41
H 1.8437 2.8225 -3.0737 -0.1 0.1 -0.1 0.42
H -0.1324 2.0407 -1.7641 0.0 0.0 0.0 0.49
Cl -4.5696 -2.4401 -1.2470 -0.1 0.0 0.1 -0.23
C -3.2815 -2.2596 -2.3835 0.2 0.1 0.0 0.37
C -3.4025 -2.8424 -3.6239 0.0 -0.1 -0.1 -0.56
C -2.3889 -2.7070 -4.5653 0.0 0.1 0.1 -0.32
C -1.2408 -1.9832 -4.2427 0.0 -0.1 -0.2 -0.78
C -1.1075 -1.4082 -3.0082 -0.1 0.0 0.3 -0.30
C -2.1238 -1.5120 -2.0111 -0.1 -0.4 -0.8 0.76
C -1.9492 -0.9311 -0.7754 0.1 0.2 0.4 -0.11
H -4.2914 -3.4085 -3.8609 -0.1 0.0 0.0 0.41
H -2.5004 -3.1493 -5.5430 0.0 -0.1 -0.1 0.38
H -0.4505 -1.8852 -4.9724 0.1 0.0 -0.1 0.38
H -0.2067 -0.8691 -2.7473 0.1 0.1 0.0 0.38
H -1.0322 -0.3472 -0.6129 -0.5 -0.4 -0.2 -0.56
H -2.6920 -1.0159 0.0125 0.3 0.1 -0.2 0.31
Te -2.6746 2.0898 1.7186 -0.3 0.4 0.1 -0.13
C -1.5239 2.9116 3.2621 -0.3 0.2 0.0 -0.12
C -0.4182 2.3353 3.8227 -0.1 -0.5 -0.1 -0.01
C 0.1623 3.1134 4.8432 0.1 0.3 0.2 -0.93
C -0.5183 4.2689 5.0607 -0.2 0.3 -0.1 -0.30
S -1.8704 4.4314 4.0104 0.4 -0.5 0.0 -0.13
H -0.0800 1.3331 3.5455 -0.1 0.4 0.1 0.58
H 1.0445 2.8275 5.3909 0.1 0.0 0.1 0.36
H -0.3076 5.0505 5.7629 0.1 0.1 0.2 0.38
```
Forces are in eV/Å.

Values from the calculation:
expectation value of S²: 2.05
multiplicity: 3
ΔE to the lowest compared entry with this formula, charge and spin: 89.97 kJ/mol
frontier orbital gap (spin up / spin down): 6.661 / 6.051 eV
charge: 0

***

charge of number 3 (C19H19Cl20F9N4O5PS)?
+1